1.
Density functional theory data (ωB97M-V/def2-TZVPD) for a cluster of 4 separate species, C16H45O16P5 in total in a non-equilibrium geometry.

Its SMILES is CCOP(=O)(CCCPO)OCC.COP(=O)(OC)OC.COP(=O)(OC)OC.COP(=O)(OC)OC. For the HOMO-LUMO gap, the calculation gives 8.2 eV.

Structure (XYZ):
```
82
Properties=species:S:1:pos:R:3:forces:R:3:lowdin_charge:R:1
C -0.05534 -4.01082 5.90231 -0.070 -0.059 0.269 -0.075
C -1.27239 -3.29632 5.38011 0.366 -0.628 0.573 -0.293
O -0.94834 -2.52604 4.21610 -0.005 0.800 0.101 -0.199
P -2.19778 -1.66862 3.68964 -0.712 -0.468 -0.206 0.479
O -3.33571 -2.53640 3.41722 -0.926 -0.682 -0.079 -0.258
C -1.72928 -0.83106 2.16964 0.816 -0.163 0.212 -0.228
C -0.68934 -1.60021 1.32455 -0.068 0.290 -0.478 -0.273
C 0.46281 -0.67126 0.93858 -0.877 0.248 0.675 -0.389
P -0.07424 0.67734 -0.18863 0.941 0.231 -2.117 0.844
O 0.16525 2.09599 0.64437 -0.561 0.007 0.416 -0.396
O -2.59824 -0.64313 4.86391 0.784 0.466 -0.549 -0.195
C -2.10927 0.71729 4.79510 0.058 -0.329 0.478 -0.263
C -0.61056 0.84380 4.89673 0.001 0.451 -0.137 -0.069
H 0.21173 -4.87467 5.30661 0.201 -0.009 -0.288 0.075
H -0.32362 -4.38196 6.88666 0.020 -0.172 0.233 0.076
H 0.79316 -3.35061 6.03942 0.175 0.130 -0.155 0.076
H -1.66897 -2.68344 6.18318 -0.071 0.533 -0.098 0.112
H -2.03338 -4.03717 5.16907 -0.283 -0.001 -0.436 0.115
H -1.37786 0.18429 2.30451 0.034 0.237 0.150 0.063
H -2.64927 -0.77027 1.61163 -0.423 0.031 0.086 0.065
H -0.33070 -2.50638 1.79589 0.125 -0.087 0.246 0.098
H -1.16001 -1.91326 0.39936 -0.224 -0.275 -0.132 0.101
H 1.24048 -1.20317 0.41147 0.289 -0.146 -0.104 0.039
H 0.84809 -0.23703 1.85716 0.392 0.206 0.075 0.073
H -1.48956 0.57670 -0.31079 -0.038 -0.170 0.888 -0.059
H -0.25654 2.81352 0.13964 0.176 -0.267 0.288 0.033
H -2.53352 1.21641 5.65495 -0.353 0.085 0.141 0.116
H -2.50095 1.18620 3.89918 -0.026 0.125 -0.200 0.100
H -0.23751 0.50609 5.85347 0.050 -0.354 0.184 0.082
H -0.37396 1.90242 4.83705 0.080 0.236 -0.061 0.085
H -0.07778 0.36502 4.08542 0.129 -0.254 -0.070 0.056
C -4.63402 5.16378 1.91192 0.006 0.088 0.076 -0.087
O -5.25931 3.93504 1.51367 -0.007 0.012 -0.008 -0.222
P -4.64737 3.16022 0.26341 -0.137 -0.139 0.017 0.320
O -3.19538 3.02158 0.28316 0.289 0.083 -0.088 -0.224
O -5.20230 3.91365 -1.00661 0.014 -0.062 -0.003 -0.198
C -6.57453 4.32879 -1.04733 -0.119 0.078 -0.048 -0.083
O -5.47800 1.81752 0.27845 -0.037 0.149 0.107 -0.204
C -5.09171 0.80306 1.22218 -0.012 -0.174 0.058 -0.071
H -5.41345 5.90917 2.05781 -0.044 -0.046 -0.001 0.088
H -4.10671 5.00549 2.85013 0.034 -0.024 -0.014 0.089
H -3.93047 5.52231 1.16109 0.024 -0.046 -0.006 0.087
H -6.65324 5.35307 -0.68428 0.009 -0.013 0.034 0.088
H -7.21088 3.67923 -0.44875 0.034 -0.035 0.007 0.087
H -6.90029 4.29230 -2.08313 0.079 -0.032 -0.029 0.091
H -5.99301 0.31238 1.57816 -0.045 0.041 -0.053 0.096
H -4.55832 1.22648 2.07296 0.001 0.043 -0.017 0.080
H -4.45583 0.07556 0.72282 -0.005 0.037 -0.037 0.081
C 3.53714 -5.25345 -1.29760 0.068 -0.061 0.047 -0.090
O 3.11358 -4.74091 -2.56828 -0.021 -0.051 0.027 -0.222
P 1.97392 -3.62647 -2.57839 0.045 0.126 -0.330 0.317
O 2.17112 -2.54205 -1.62425 -0.081 0.108 0.444 -0.222
O 0.62019 -4.41574 -2.38216 -0.017 0.040 -0.021 -0.202
C 0.40146 -5.64263 -3.09030 -0.058 -0.117 -0.024 -0.086
O 1.93971 -3.20440 -4.09528 0.103 -0.207 0.024 -0.208
C 2.96775 -2.29467 -4.54976 0.047 0.175 -0.128 -0.076
H 3.56161 -6.33985 -1.36059 -0.005 0.002 -0.060 0.086
H 4.53665 -4.88248 -1.08098 -0.010 0.042 0.011 0.090
H 2.86248 -4.95603 -0.49508 0.000 0.049 -0.012 0.086
H 0.71791 -6.48023 -2.46923 0.035 0.009 -0.007 0.088
H 0.94110 -5.66437 -4.03564 0.012 0.046 -0.001 0.087
H -0.66422 -5.72686 -3.28494 -0.019 0.077 0.036 0.090
H 3.23792 -2.57727 -5.56345 -0.076 -0.072 -0.001 0.090
H 3.85390 -2.34222 -3.91961 -0.024 -0.011 0.042 0.085
H 2.58286 -1.27886 -4.54446 0.006 -0.013 0.057 0.080
C 6.77558 2.64971 -4.80619 0.110 0.017 -0.028 -0.090
O 5.73355 2.76414 -3.82747 -0.005 0.018 -0.033 -0.224
P 4.33467 2.06799 -4.14636 -0.125 -0.012 0.178 0.322
O 4.43189 0.70037 -4.64701 0.013 -0.089 -0.223 -0.214
O 3.59356 3.05745 -5.12912 -0.018 -0.030 0.017 -0.199
C 3.63006 4.46805 -4.87976 -0.013 0.135 -0.029 -0.086
O 3.55818 2.26125 -2.78865 0.199 0.144 -0.018 -0.208
C 3.88390 1.35957 -1.71497 -0.093 -0.264 0.238 -0.077
H 7.20485 3.63778 -4.96241 -0.030 0.021 0.051 0.086
H 7.54432 1.97854 -4.42921 -0.021 -0.039 -0.006 0.090
H 6.40016 2.26749 -5.75506 -0.024 -0.041 0.021 0.087
H 4.46423 4.91053 -5.42394 0.022 -0.016 0.025 0.087
H 3.72903 4.68786 -3.81802 -0.010 -0.043 0.015 0.087
H 2.70003 4.89322 -5.24720 -0.033 -0.078 -0.023 0.090
H 3.82733 1.90505 -0.77649 -0.067 0.141 -0.083 0.089
H 4.88865 0.95214 -1.82428 0.012 0.027 -0.068 0.085
H 3.16237 0.54449 -1.70302 -0.004 -0.005 -0.041 0.076
```
Forces are in eV/Å.


2.
Density functional theory data (ωB97M-V/def2-TZVPD) for the molecule C7H13N in a non-equilibrium geometry.

Its SMILES is C=CC/C(=C/N)CC. For the HOMO-LUMO gap, the calculation gives 8.7 eV.

Structure (XYZ):
```
21
Properties=species:S:1:pos:R:3:forces:R:3:lowdin_charge:R:1
C 0.32263 -1.68536 -2.39895 -0.524 0.280 0.203 -0.004
C -0.07301 -0.45274 -2.06895 0.512 -0.968 0.405 -0.164
C -1.08966 -0.25608 -0.97786 -1.002 1.086 -0.923 -0.214
C -0.47674 0.00633 0.37734 -0.711 0.223 0.794 -0.277
C -0.25452 -1.06259 1.14516 -0.344 -0.411 -0.651 -0.177
N 0.10369 -1.18999 2.46665 0.406 0.112 0.182 0.065
C -0.27585 1.46022 0.72652 0.144 0.885 -0.556 -0.210
C 1.19625 1.91041 0.54632 -0.110 1.335 0.465 -0.098
H 1.15410 -1.96827 -3.02649 0.041 0.338 -0.211 0.045
H -0.23560 -2.51115 -1.96923 0.058 -0.120 -0.054 0.051
H 0.46486 0.42422 -2.39981 0.071 0.115 -0.205 0.096
H -1.88534 -1.00002 -1.00911 0.562 -0.851 0.320 0.110
H -1.74649 0.60042 -1.20750 0.548 0.216 -0.074 0.106
H -0.38331 -1.99334 0.59463 0.030 -0.204 0.484 0.117
H -0.05612 -0.40774 3.07735 0.038 -0.069 0.047 0.084
H 0.09370 -2.10511 2.89523 -0.110 0.407 -0.209 0.085
H -0.87157 2.04917 0.03428 -0.068 -0.122 -0.492 0.086
H -0.70105 1.89141 1.64583 0.352 -0.916 0.419 0.106
H 1.32146 2.82377 -0.05687 -0.432 -0.459 -0.459 0.065
H 1.82288 1.13278 0.12309 0.141 -0.054 0.260 0.070
H 1.56968 2.33367 1.48239 0.399 -0.822 0.254 0.059
```
Forces are in eV/Å.


3.
Density functional theory data (ωB97M-V/def2-TZVPD) for a cluster of 7 separate species, C21H56N3O12S2 in total in a non-equilibrium geometry.

As for the net charge: -1. For the HOMO-LUMO gap, the calculation gives 8.0 eV.

Structure (XYZ):
```
94
Properties=species:S:1:pos:R:3:forces:R:3:lowdin_charge:R:1
C 2.46600 0.63997 0.03147 -0.104 0.222 -1.361 -0.137
C 2.24854 2.26558 0.13743 1.302 -0.453 -0.057 -0.278
N 0.97532 2.69302 0.83320 -0.498 -0.138 -0.875 -0.189
S -0.46394 2.06741 0.05173 -0.931 -4.067 -1.342 0.671
O -0.78144 0.70164 0.77060 0.875 4.315 -1.974 -0.460
O -0.11444 1.87905 -1.44662 -0.734 1.084 4.688 -0.414
N -1.75181 3.20264 0.37120 -0.045 -2.227 -1.655 -0.365
S -3.17944 2.87401 -0.58745 -0.138 5.391 -3.513 0.673
O -2.92699 2.81272 -2.12065 -0.612 -1.260 5.008 -0.419
O -4.13187 4.11422 -0.37061 2.821 -4.588 0.643 -0.453
C -4.18863 1.38803 0.05874 -2.038 0.125 0.362 -0.222
O -3.64079 0.08876 -0.35990 -1.326 2.721 1.191 -0.154
N -3.56670 -0.74065 0.72969 4.105 -2.908 -3.116 -0.007
O -2.77140 -1.60776 0.35071 -2.889 1.615 2.593 -0.017
H 1.83216 0.19384 -0.87469 1.382 1.384 2.348 0.061
H 3.60109 0.47789 -0.27931 -2.246 0.151 0.898 0.084
H 2.15178 0.03839 0.98806 0.796 1.372 -1.605 0.082
H 2.30944 2.73683 -0.95505 -0.333 -1.044 2.522 0.127
H 3.15672 2.72325 0.75851 -2.554 -0.793 -1.519 0.091
H 0.98897 2.51310 1.86088 -0.343 -0.144 -1.398 0.099
H -5.27008 1.52719 -0.42738 2.536 -0.134 0.870 0.133
H -4.31569 1.45576 1.23884 0.653 -0.095 -2.619 0.138
C -4.12297 -4.98630 0.95348 -0.067 -0.121 -0.220 -0.060
C -3.87541 -5.47729 2.37093 0.108 0.721 -0.227 -0.504
C -4.45741 -4.52004 3.39866 -0.141 -0.051 0.329 -0.067
O -2.47263 -5.60695 2.58746 0.268 -0.134 0.130 -0.064
H -3.64759 -4.01308 0.78714 -0.113 -0.040 0.138 0.061
H -3.68794 -5.67868 0.22481 -0.147 0.034 0.115 0.076
H -5.19417 -4.89121 0.75014 0.137 -0.004 -0.064 0.075
H -4.31992 -6.47019 2.49944 0.261 0.014 0.053 0.133
H -3.99389 -3.53024 3.31912 -0.085 -0.079 -0.161 0.082
H -4.26095 -4.87983 4.41429 -0.067 -0.027 -0.135 0.076
H -5.53864 -4.41093 3.26864 0.099 0.042 0.021 0.077
H -2.06949 -4.73002 2.47540 -0.236 -0.329 -0.016 0.095
C 0.16247 -2.60053 -2.76659 -0.297 0.236 -0.156 -0.053
C 1.63932 -2.27471 -2.92252 -0.250 -0.488 0.485 -0.490
C 2.48128 -3.53858 -2.99317 0.333 -0.068 -0.218 -0.071
O 2.06746 -1.48319 -1.81722 0.180 -0.463 -0.401 -0.097
H -0.02047 -3.15712 -1.84055 0.099 -0.038 -0.092 0.082
H -0.43001 -1.68144 -2.70467 0.121 -0.114 -0.028 0.089
H -0.20155 -3.19584 -3.60977 0.008 0.014 0.081 0.077
H 1.79125 -1.67995 -3.82978 0.063 0.094 0.243 0.134
H 2.38064 -4.12849 -2.07516 -0.151 0.039 -0.075 0.079
H 3.54295 -3.28864 -3.09290 -0.140 0.004 -0.054 0.077
H 2.18679 -4.16206 -3.84312 0.035 0.006 0.094 0.076
H 1.93623 -2.00332 -1.00708 -0.048 0.258 -0.303 0.100
C 7.24705 2.60257 1.91795 0.279 -0.053 -0.299 -0.069
C 6.16224 3.66722 1.95312 -0.020 -0.493 0.528 -0.489
C 5.82100 4.06386 3.38053 -0.097 0.439 0.026 -0.062
O 4.99214 3.17050 1.30841 0.240 0.035 0.009 -0.086
H 6.91927 1.69186 2.43173 -0.014 0.145 0.084 0.081
H 7.47367 2.31793 0.88488 -0.010 0.099 0.125 0.079
H 8.16627 2.95987 2.39254 -0.069 -0.070 -0.021 0.076
H 6.49419 4.54954 1.39521 -0.219 -0.150 -0.075 0.141
H 5.44259 3.20500 3.94625 0.115 0.003 -0.067 0.087
H 5.03031 4.82166 3.39080 0.182 -0.189 -0.019 0.059
H 6.69745 4.46495 3.89901 -0.031 -0.071 -0.001 0.079
H 4.69019 2.38682 1.79703 0.229 0.269 -0.131 0.085
C 2.73671 6.70308 6.56249 0.129 -0.100 0.341 -0.069
C 3.45400 6.70112 5.22196 -0.710 0.107 -0.057 -0.505
C 3.03346 7.88550 4.36659 0.197 0.202 -0.230 -0.064
O 3.15866 5.49043 4.53020 -0.068 -0.119 0.029 -0.073
H 1.65190 6.62847 6.42668 0.092 0.125 -0.083 0.082
H 3.03986 5.83840 7.16251 0.032 0.143 -0.088 0.079
H 2.95633 7.61507 7.12632 -0.065 -0.082 -0.028 0.078
H 4.53699 6.73010 5.38394 -0.106 -0.205 -0.121 0.137
H 1.95916 7.85286 4.15283 0.070 -0.009 0.148 0.085
H 3.54832 7.86430 3.40014 -0.020 0.000 0.174 0.082
H 3.26195 8.83295 4.86457 -0.055 -0.062 -0.061 0.078
H 2.19901 5.45607 4.38199 0.393 0.035 0.007 0.102
C -7.15623 -7.90548 -3.11025 -0.061 0.058 -0.376 -0.071
C -5.99146 -7.40379 -2.27170 -0.502 -0.265 0.371 -0.503
C -5.55435 -8.44327 -1.25205 0.360 -0.075 0.113 -0.065
O -6.37691 -6.21053 -1.59415 -0.048 0.173 0.048 -0.062
H -8.02760 -8.12092 -2.48167 0.140 -0.078 0.047 0.079
H -7.46820 -7.14238 -3.83134 0.122 -0.110 0.076 0.080
H -6.88639 -8.81447 -3.65686 -0.074 0.066 0.050 0.078
H -5.14905 -7.15204 -2.92508 -0.135 0.180 0.172 0.142
H -6.36888 -8.67782 -0.55749 -0.041 -0.017 -0.158 0.081
H -4.72359 -8.06380 -0.64757 -0.078 -0.043 -0.152 0.073
H -5.23650 -9.36841 -1.74291 -0.041 0.056 0.087 0.079
H -7.12450 -6.42449 -1.01158 0.341 0.055 -0.272 0.092
C -0.22649 2.54654 -5.26649 -0.263 0.102 -0.067 -0.058
C 1.25036 2.87236 -5.42242 -0.257 -0.415 0.586 -0.504
C 2.09232 1.60849 -5.49308 0.318 -0.109 -0.176 -0.069
O 1.67850 3.66388 -4.31712 0.244 0.126 -0.033 -0.060
H -0.40943 1.98995 -4.34046 0.070 0.032 -0.072 0.079
H -0.81897 3.46563 -5.20457 0.110 -0.141 -0.029 0.085
H -0.59051 1.95123 -6.10967 0.005 0.019 0.041 0.074
H 1.40229 3.46712 -6.32969 0.097 0.104 0.206 0.131
H 1.99168 1.01857 -4.57506 -0.157 0.068 -0.066 0.074
H 3.15399 1.85843 -5.59280 -0.125 0.007 -0.054 0.075
H 1.79783 0.98501 -6.34303 0.025 0.001 0.070 0.074
H 1.54727 3.14375 -3.50699 -0.176 0.172 -0.232 0.078
```
Forces are in eV/Å.